# 1
A molecular structure, C37H37AuCl3N4O4PS2 at a distorted geometry. Source: the OMol25 dataset; level of theory: wB97M-V/def2-TZVPD.

The geometry in XYZ format:
```
89
Properties=species:S:1:pos:R:3
Au 1.36550 0.50025 2.06715
Cl 1.07485 2.04415 -6.34325
Cl -1.55503 -2.37137 -4.65083
Cl 0.76027 -2.31482 -9.47772
S -1.87926 1.68566 -6.50775
S -0.14060 2.58335 3.73287
P -1.01193 0.00354 2.89918
O -0.82872 2.10719 2.48012
O -0.03745 3.99729 3.81419
O 1.16980 1.87639 3.79877
O 1.41791 0.50050 -3.43844
N 1.48985 2.65716 0.93325
N 3.67487 1.05211 2.30592
N 1.54128 -0.98423 0.52607
N 1.62457 -1.77161 -1.51526
C 1.89477 -0.84010 -5.96533
C 0.83253 -1.16273 -5.12605
C -4.67789 0.50633 1.17630
C 1.04400 -2.73335 -0.74129
C 0.69766 -3.23652 4.63467
C -1.45696 -2.83945 2.90929
C -0.70578 -1.75978 3.35334
C -0.06838 -4.31605 4.21300
C -3.18764 -0.38451 -0.48407
C 0.45007 1.50756 -3.19385
C -2.17333 -0.43039 0.45271
C -1.17153 1.82117 4.96649
C -0.63471 1.57370 -4.22948
C 2.58520 3.07253 0.06103
C 0.89651 -0.80090 -3.65530
C 1.87811 -1.17901 -7.30469
C -2.40773 -0.00017 1.75629
C -4.44150 0.08486 -0.12231
C 0.78734 -1.87720 -7.82382
C -1.57053 2.34248 6.17667
C -0.40884 1.74776 -5.58224
C 1.00446 -2.23676 0.52762
C 3.93282 2.98348 0.77002
C -1.14144 -4.11283 3.35775
C 4.38275 1.56820 1.13054
C -1.60612 0.58496 4.51455
C -2.95914 0.39509 6.48459
C -2.50662 -0.14244 5.28884
C 1.81980 -1.81457 -2.94024
C -2.00863 1.42527 -3.95734
C -0.26875 -2.24366 -6.99674
C -2.78880 1.47851 -5.07824
C -0.23937 -1.88386 -5.66012
C -2.48062 1.61632 6.93832
C -3.66435 0.47353 2.11746
C 1.90886 -0.73561 -0.71627
C 0.38479 -1.96266 4.19859
H 5.46414 1.59911 1.31785
H -1.19257 3.29808 6.50642
H 2.43421 4.10726 -0.27636
H -1.09419 -2.81721 -7.38724
H 0.64243 -2.69690 1.42252
H 1.53133 -3.38852 5.30456
H 0.71526 -3.67375 -1.13497
H 2.85471 -1.56338 -3.18488
H -2.86456 -1.09841 4.93717
H -2.28817 -2.68578 2.23742
H -3.69202 -0.14806 7.06236
H 0.58839 2.76660 0.48237
H 1.58834 -2.81576 -3.30626
H -2.82604 2.00906 7.88136
H -2.41215 1.31005 -2.96703
H 3.62623 1.76346 3.03227
H -0.10801 -0.87059 -3.21679
H 0.97135 -1.10461 4.51154
H 3.88916 3.58142 1.68292
H 1.02098 2.44169 -3.17633
H -5.65546 0.86448 1.45846
H -3.85752 1.40924 -5.13003
H 4.16932 0.25642 2.69233
H -3.00359 -0.71882 -1.49407
H -1.74355 -4.95076 3.04190
H -0.01312 1.35195 -2.20667
H 2.36695 0.16818 -1.06027
H 2.73448 -0.30647 -5.54690
H -1.19175 -0.80151 0.19303
H 4.20705 0.87540 0.30160
H 0.17423 -5.31422 4.54793
H 4.68821 3.43041 0.12156
H 2.58382 2.43323 -0.82456
H -3.84779 0.80270 3.12893
H -5.23226 0.12444 -0.85376
H 2.70572 -0.92455 -7.94656
H 1.46948 3.23137 1.77317
```

Its HOMO-LUMO gap (alpha / beta) is 4.1063 / 4.1053 eV. Its charge is +2. Its energy above the lowest of the compared OMol25 structures with the same formula, charge and spin is 2.984 eV. For the max |F|, the calculation gives 1.56 eV/Å.

Atomic partial charges in e from the Mulliken method, atoms 1 to 8: Au 1.9083; Cl -0.1506; Cl -0.2293; Cl -0.1811; S -0.1360; S 1.3075; P 1.7461; O -0.6725

***

# 2
A molecular structure, C37H37CeN16O8 at a distorted geometry. Source: the OMol25 dataset; level of theory: wB97M-V/def2-TZVPD.

The geometry in XYZ format:
```
99
Properties=species:S:1:pos:R:3
Ce -0.91613 -1.83995 0.72223
O -6.83056 -2.58645 0.83463
O -6.14622 1.11875 5.82440
O -7.69940 0.64563 4.38795
O -1.88268 -0.96185 5.20633
O 2.93173 3.43225 -0.90458
O -1.24069 -1.57464 3.25169
O -5.03993 -1.99639 -0.13613
O -3.15946 -2.44606 1.65957
N -6.55752 0.59285 4.80206
N -2.16884 -1.20183 4.05344
N 3.41575 -0.52573 2.03988
N -1.94603 2.71459 0.45811
N -2.19349 -2.10601 -1.32541
N 0.75072 -0.14069 -3.61813
N 3.23264 4.51960 -2.78717
N -1.90750 0.54792 0.77654
N -3.01795 2.25580 -0.18027
N -5.74983 -2.05731 0.79981
N -3.03314 -2.75844 -3.41504
N -1.00230 -1.62236 -3.27936
N 2.82747 -0.58974 3.22019
N 4.28320 3.69263 -2.63727
N 1.29698 -0.76902 1.64529
N 0.19988 -0.81343 -1.41814
C -1.04199 4.85506 -0.46998
C 5.30679 0.34678 0.68465
C -2.96333 0.96463 0.01271
C 2.44101 4.34749 -1.76799
C 0.42873 -0.23815 -5.04303
C 1.55206 -0.70225 2.98601
C 4.86459 -0.29364 1.98285
C -0.74947 -4.70588 0.09871
C -0.08341 -4.24743 2.36110
C -3.90411 -1.67561 2.32067
C -1.26505 1.68016 1.00861
C -5.27884 -1.44140 2.00906
C 4.83175 1.92787 -1.01039
C 2.54456 -0.70649 1.08992
C 6.61162 0.29375 -1.27951
C -6.10706 -0.71210 2.82990
C -1.05557 -4.71286 1.46751
C 1.12112 4.92089 -1.58955
C -5.57403 -0.13993 4.00077
C 5.86669 1.35542 -1.79335
C -2.10099 -2.13136 -2.60009
C 1.20243 -3.88217 1.91043
C 0.55223 -4.45118 -0.33436
C 0.04064 -0.80220 -2.72078
C -0.64839 6.53260 -2.13033
C -1.90020 4.21615 0.58337
C 2.88941 -3.76814 0.11036
C -4.29909 -0.27288 4.43718
C 0.28032 4.43633 -0.57780
C 1.54359 -4.04120 0.57429
C -3.51346 -1.04071 3.61012
C -1.50045 5.89875 -1.25603
C 1.97262 0.55922 -3.23720
C 6.33360 -0.19745 -0.01737
C 0.65296 5.95912 -2.38234
C 4.11245 3.05369 -1.51814
C 4.57919 1.45314 0.25660
H -1.42590 -5.03183 -0.66461
H 0.59764 -1.24283 -5.42125
H 0.98781 -0.20462 -1.27817
H 5.11843 0.34854 2.86045
H 1.94200 -3.56139 2.62229
H 0.83609 -4.56057 -1.37375
H 2.83190 -0.79929 0.02767
H 3.57888 -3.46198 0.93047
H -2.94235 4.45030 0.43552
H 1.28873 6.26269 -3.22036
H 5.33134 -1.27812 2.13196
H -0.24922 -4.12932 3.42812
H -1.62218 4.51810 1.59999
H -3.61154 0.18736 -0.44998
H 0.84453 -0.73746 3.75109
H 7.46432 -0.21628 -1.72028
H -2.49427 6.31012 -1.19385
H -3.04818 -2.53145 -1.12200
H -7.10615 -0.55481 2.54083
H 0.60237 3.63339 0.18920
H 2.61561 -0.06408 -2.63774
H -0.42451 1.84765 1.61125
H 1.77352 1.50535 -2.71041
H -0.56675 0.12013 -5.21145
H 5.95534 1.67721 -2.80831
H -1.00033 -1.60922 -4.24889
H -3.93022 -3.03934 -2.97607
H 2.51698 0.74042 -4.18137
H 3.80075 1.90821 0.93066
H -3.97572 0.16818 5.36981
H 2.99470 -3.13408 -0.77749
H -2.06334 -4.82343 1.77600
H -1.05072 7.25060 -2.88611
H 6.82844 -1.09021 0.29896
H 1.10810 0.38838 -5.60686
H -2.97466 -2.67155 -4.40450
H 3.27895 -4.74293 -0.19802
```

Its HOMO-LUMO gap (alpha / beta) is 7.2193 / 7.2209 eV. Its charge is +2. Its energy above the lowest of the compared OMol25 structures with the same formula, charge and spin is 0.000 eV. For the max |F|, the calculation gives 3.95 eV/Å. Its multiplicity is 2.

Atomic partial charges in e from the Mulliken method, atoms 1 to 8: Ce 0.6827; O -0.5717; O -0.6077; O -0.6055; O -0.5841; O -0.1363; O -0.3545; O -0.5798

***

# 3
A molecular structure, C37H37F5N2O6P2STeTi. Source: the OMol25 dataset; level of theory: wB97M-V/def2-TZVPD.

The geometry in XYZ format:
```
92
Properties=species:S:1:pos:R:3
Te 1.05574 -4.69954 4.61298
Ti -0.62384 -2.16259 1.90438
S 1.55948 5.06899 -2.47802
P 0.56837 0.13368 0.86907
P -1.57077 1.17727 -0.55428
F 1.06427 -2.38721 2.46183
F 1.32047 -5.26671 2.77521
F 2.90131 -4.52910 4.55425
F 1.32875 -4.67915 6.49629
F 0.85406 -6.52473 4.88477
O 0.13213 -2.95561 0.00883
O -2.13736 -1.72743 0.84961
O -1.13501 -1.34637 3.55341
O -2.24481 -5.83555 1.96719
O -1.24711 -3.85797 2.21680
O -4.02674 -2.79139 0.29174
N 0.12383 0.80811 -0.63710
N 0.07784 -1.61991 5.63606
C 0.02710 -3.47115 -2.26404
C -2.33417 -0.49155 -4.27928
C 1.56989 3.71952 2.56953
C -1.72946 0.26669 -3.28789
C -0.27994 1.69323 3.01049
C 3.18157 -0.28737 1.75711
C -1.51943 3.83014 0.15411
C 0.66213 1.56076 1.99564
C 0.18021 -4.41978 -0.08245
C 4.76493 -1.72073 0.65139
C -1.77723 2.96181 -0.90993
C 0.62521 3.84471 3.58359
C -1.31880 -4.76184 0.01500
C -0.29391 2.83234 3.80702
C -2.29850 3.48906 -2.08962
C -1.97306 -3.53047 -0.71618
C -2.29951 0.35977 -2.01446
C -3.52416 -1.16140 -4.01857
C -0.50533 -1.47788 4.64532
C -0.73238 -2.75326 -1.15505
C 3.87612 -1.88418 -0.40403
C -2.51919 4.85263 -2.21829
C 1.53878 3.52212 -1.54239
C -2.83891 -2.65648 0.19592
C 4.41395 -0.92678 1.72952
C 0.70531 -4.63025 -1.49393
C 2.64315 -1.25831 -0.37180
C -4.11364 -1.05737 -2.76862
C 1.94327 6.19185 -1.12249
C 2.28614 -0.43664 0.70144
C 1.59037 2.58124 1.78326
C -2.21743 5.70854 -1.17036
C -1.68613 -4.90148 1.48005
C -1.71870 5.19490 0.01874
C 1.01513 2.39668 -2.41894
C 1.07678 1.03597 -1.74071
C -3.50334 -0.30272 -1.77487
H -2.59995 -3.85377 -1.54386
H -1.01444 0.91686 3.16995
H 1.97385 7.19985 -1.53119
H 4.14243 -2.50841 -1.24758
H 2.91433 0.30761 2.61958
H 0.61097 4.73366 4.20114
H 1.63456 2.32696 -3.31904
H 5.09321 -0.80950 2.56341
H -1.16238 3.43451 1.09601
H 1.95016 -1.41402 -1.18817
H 2.29189 4.50806 2.39864
H 2.08346 0.90769 -1.34526
H 1.79012 -4.54007 -1.50671
H 0.44136 -5.61698 -1.87061
H 0.79789 -4.80829 0.72207
H 1.17021 6.14374 -0.35493
H 0.93839 0.25430 -2.49644
H 2.91533 5.96387 -0.68516
H 0.75894 -2.80898 -2.72559
H -1.50440 5.85391 0.85121
H 2.33556 2.47992 1.00409
H -5.04015 -1.57327 -2.55189
H -3.99196 -1.75478 -4.79379
H -0.81917 0.79967 -3.52308
H 5.72453 -2.22051 0.63410
H -3.95665 -0.24908 -0.79231
H -1.56764 -5.70033 -0.47373
H -2.38293 6.77304 -1.27595
H -0.88879 -1.69085 -1.30904
H 0.00495 2.63188 -2.75363
H 0.90508 3.65961 -0.66612
H -1.02826 2.92633 4.59607
H -2.91439 5.24811 -3.14449
H -0.65551 -3.80682 -3.04395
H -2.54013 2.83168 -2.91622
H 2.55277 3.29043 -1.20409
H -1.88067 -0.55315 -5.26068
```

Its HOMO-LUMO gap is 7.6140 eV. Its energy above the lowest of the compared OMol25 structures with the same formula, charge and spin is 0.000 eV. For the max |F|, the calculation gives 0.61 eV/Å.

Atomic partial charges in e from the Mulliken method, atoms 1 to 8: Te 1.8102; Ti -0.3555; S -0.0882; P 1.4020; P -0.3807; F -0.3700; F -0.5693; F -0.4152